DFT (wB97M-V/def2-TZVPD) results for C64H96F6FeO48P as an isolated structure at a distorted geometry.

Last column: Mulliken charge in e.
CARTESIAN COORDINATES (ANGSTROEM)
Fe (26.83414, 19.88589, 22.71968)  2.41
P (25.15234, 18.36587, 20.77195)  1.78
F (25.23311, 19.96461, 21.29128)  -1.07
F (26.37207, 18.12203, 21.83281)  -0.03
F (24.14185, 18.25287, 21.97144)  -0.47
F (25.13844, 16.83686, 20.25754)  0.13
F (23.96466, 18.81808, 19.84726)  -0.13
F (26.29573, 18.67036, 19.60733)  -0.56
C (20.42905, 19.50241, 23.84646)  -1.03
C (19.39026, 19.17667, 24.96537)  0.42
C (19.65973, 17.90202, 25.74899)  0.18
O (19.60333, 18.41855, 27.07568)  -0.43
C (19.75770, 19.78642, 27.09262)  0.62
O (20.05021, 20.42066, 28.08568)  -0.59
O (19.68162, 20.22644, 25.83939)  -0.31
H (19.97950, 20.25905, 23.20342)  0.40
H (20.69507, 18.67798, 23.18490)  0.23
H (21.41623, 19.86110, 24.13785)  0.16
H (18.38838, 19.28431, 24.54974)  0.25
H (20.64139, 17.44300, 25.63176)  -0.16
H (18.85638, 17.18615, 25.57504)  0.30
C (21.39334, 15.43597, 17.91361)  -0.58
C (20.81837, 15.55105, 19.39277)  0.72
C (21.12931, 16.85753, 20.12141)  0.64
O (19.87283, 17.32138, 20.62637)  -0.27
C (18.84040, 16.51146, 20.18670)  0.48
O (17.67516, 16.46025, 20.52080)  -0.59
O (19.37661, 15.64628, 19.30790)  -0.46
H (21.52223, 16.48803, 17.65933)  -0.21
H (20.70703, 14.98657, 17.19589)  0.39
H (22.24388, 14.76440, 18.03049)  0.05
H (21.29541, 14.72846, 19.92557)  0.05
H (21.38174, 17.52842, 19.30027)  -0.36
H (21.98250, 16.81921, 20.79868)  0.05
C (22.64642, 11.45378, 24.82109)  -1.28
C (21.59739, 12.43673, 24.28032)  0.38
C (20.54796, 12.68762, 25.37805)  -0.64
O (20.09493, 14.06036, 25.23181)  -0.34
C (21.02068, 14.69292, 24.44486)  0.01
O (20.90829, 15.88518, 24.15483)  -0.32
O (21.94873, 13.82057, 23.93460)  0.21
H (22.13928, 10.57413, 25.21747)  0.38
H (23.09470, 12.03365, 25.62787)  0.35
H (23.29802, 11.01633, 24.06468)  0.22
H (21.14653, 12.11109, 23.34288)  0.35
H (21.02398, 12.56337, 26.35070)  0.34
H (19.62959, 12.10861, 25.28081)  0.30
C (22.20455, 24.82979, 24.03385)  -1.40
C (23.30725, 24.04710, 24.77032)  0.23
C (22.92510, 23.23097, 25.93182)  -0.28
O (23.31576, 21.90820, 25.52952)  -0.23
C (24.00489, 21.88791, 24.31850)  0.15
O (24.52451, 20.89426, 23.74942)  -0.11
O (24.03064, 23.13000, 23.89651)  -0.04
H (21.68490, 25.50744, 24.71124)  0.45
H (21.50635, 24.02890, 23.79053)  0.30
H (22.70511, 25.26069, 23.16675)  0.31
H (24.04253, 24.77074, 25.12221)  0.13
H (21.83628, 23.19198, 25.96441)  0.32
H (23.41051, 23.71347, 26.78015)  0.23
C (31.01318, 20.32942, 27.99625)  -1.48
C (29.49048, 20.25997, 27.43063)  0.49
C (28.71824, 21.52202, 27.66914)  -0.72
O (27.89071, 21.61848, 26.50180)  -0.23
C (28.45162, 20.86841, 25.55857)  0.19
O (28.00270, 20.65939, 24.42456)  -0.19
O (29.46536, 20.23229, 26.03256)  -0.21
H (31.08116, 20.45890, 29.07640)  0.42
H (31.52252, 21.22876, 27.65006)  0.36
H (31.62648, 19.45468, 27.77991)  0.35
H (29.05319, 19.42405, 27.97663)  0.09
H (29.45998, 22.31828, 27.60683)  0.37
H (28.25013, 21.70349, 28.63663)  0.37
C (28.35801, 22.79499, 12.93883)  -1.32
C (28.26490, 22.71882, 14.42661)  0.52
C (26.93539, 23.33243, 15.07946)  -0.52
O (26.69716, 22.24518, 15.91983)  -0.14
C (27.21295, 21.13126, 15.51280)  0.56
O (26.84869, 20.02565, 15.91729)  -0.53
O (28.02105, 21.31414, 14.52923)  -0.32
H (28.62595, 21.90519, 12.36912)  0.32
H (29.05701, 23.61306, 12.76489)  0.37
H (27.35426, 22.96842, 12.55087)  0.31
H (29.16359, 23.15023, 14.86746)  0.10
H (26.31653, 23.35616, 14.18249)  0.34
H (26.98773, 24.35486, 15.45362)  0.36
C (29.92295, 14.78183, 17.44622)  -1.28
C (29.89698, 16.08277, 18.19914)  0.52
C (29.03503, 16.27817, 19.50610)  0.81
O (30.10114, 16.41430, 20.40337)  -0.03
C (31.20336, 16.90322, 19.85437)  0.48
O (32.00793, 17.56050, 20.49756)  -0.59
O (31.19597, 16.57101, 18.61568)  -0.42
H (30.26138, 13.97222, 18.09283)  0.39
H (30.54208, 14.86490, 16.55299)  0.43
H (28.94754, 14.44852, 17.09183)  -0.01
H (29.74560, 16.84713, 17.43695)  0.21
H (28.65484, 15.32927, 19.88445)  -0.18
H (28.25168, 17.02965, 19.60482)  -0.28
C (32.13650, 15.72051, 23.85616)  -1.55
C (31.28676, 16.96085, 24.22561)  0.45
C (31.88195, 18.28056, 23.67398)  -0.56
O (30.64083, 18.88636, 23.08361)  -0.04
C (29.61293, 18.20116, 23.29493)  -0.08
O (28.48753, 18.66434, 22.96298)  -0.02
O (29.92737, 16.91857, 23.80753)  -0.19
H (31.83162, 14.73723, 24.21435)  0.40
H (33.17863, 15.86124, 24.14299)  0.37
H (32.08804, 15.53311, 22.78348)  0.26
H (31.26827, 17.06142, 25.31080)  0.22
H (32.62459, 18.08091, 22.90150)  0.32
H (32.35249, 18.87765, 24.45512)  0.40
C (24.49037, 15.57722, 27.16760)  -1.43
C (24.63166, 17.06890, 26.85100)  0.53
C (25.89333, 17.63016, 27.55759)  -0.90
O (26.40404, 18.40642, 26.48721)  -0.15
C (25.79873, 18.22624, 25.34591)  -0.36
O (26.21044, 18.67777, 24.27005)  -0.29
O (24.73916, 17.33640, 25.49648)  0.44
H (24.80760, 15.27714, 28.16631)  0.40
H (24.96167, 14.91785, 26.43876)  0.28
H (23.42587, 15.35324, 27.09842)  0.32
H (23.80235, 17.53534, 27.38277)  0.29
H (26.64099, 16.87740, 27.80750)  0.38
H (25.65594, 18.09333, 28.51531)  0.39
C (30.39190, 22.90886, 17.72779)  -1.69
C (29.96141, 21.55742, 18.28534)  0.84
C (30.95166, 20.76982, 19.10628)  -0.39
O (30.21258, 20.33481, 20.20094)  -0.08
C (28.92039, 20.81245, 20.09306)  0.02
O (28.06580, 20.64472, 21.01235)  -0.69
O (28.85545, 21.65398, 19.13116)  -0.07
H (31.04594, 22.74572, 16.87121)  0.33
H (31.08377, 23.37978, 18.42611)  0.49
H (29.44353, 23.43740, 17.63112)  0.30
H (29.55583, 21.02349, 17.42598)  0.10
H (31.75970, 21.38041, 19.50919)  0.25
H (31.31521, 19.88361, 18.58611)  0.21
C (21.99031, 19.60876, 15.75498)  -1.17
C (22.79293, 18.96210, 14.59731)  0.42
C (23.95281, 18.10039, 15.00238)  0.22
O (23.55099, 16.89605, 14.45389)  -0.12
C (22.45402, 16.98457, 13.59325)  0.53
O (22.17875, 16.29359, 12.60138)  -0.59
O (21.98322, 18.16937, 13.86264)  -0.41
H (21.79645, 18.88684, 16.54829)  0.00
H (20.98297, 19.92871, 15.48853)  0.43
H (22.58679, 20.35359, 16.28180)  0.31
H (23.12411, 19.62974, 13.80191)  0.27
H (24.00910, 18.03326, 16.08886)  0.00
H (24.87440, 18.51268, 14.59157)  0.05
C (25.56779, 9.27725, 17.33935)  -1.52
C (26.10917, 10.56677, 18.20072)  1.12
C (25.45880, 10.94587, 19.58296)  0.36
O (26.50018, 10.93914, 20.55921)  -0.26
C (27.67092, 10.62348, 19.88406)  0.58
O (28.74309, 10.49872, 20.40338)  -0.56
O (27.37807, 10.28122, 18.59720)  -0.36
H (24.48100, 9.35500, 17.30873)  0.41
H (25.74731, 8.29620, 17.77915)  0.40
H (25.88327, 9.19112, 16.29957)  0.34
H (26.08636, 11.42469, 17.52875)  -0.56
H (24.66499, 10.24831, 19.85012)  0.28
H (25.06795, 11.96013, 19.50167)  -0.20
C (24.32576, 13.81458, 21.67008)  -1.45
C (25.76616, 13.56523, 22.02098)  1.31
C (26.56992, 14.79561, 22.46616)  1.66
O (27.05366, 14.46868, 23.78545)  -0.19
C (26.50752, 13.33891, 24.12617)  0.35
O (26.77571, 12.73696, 25.13394)  -0.67
O (25.73801, 12.80014, 23.18687)  -0.43
H (24.42029, 14.51974, 20.84430)  0.14
H (23.69373, 14.25326, 22.44221)  0.42
H (23.70634, 13.01587, 21.26205)  0.53
H (26.25504, 12.98286, 21.24000)  -0.42
H (25.97058, 15.68516, 22.66004)  -0.56
H (27.42106, 14.92439, 21.79752)  -0.91
C (24.44202, 13.60321, 13.86671)  -1.30
C (25.59917, 13.47395, 14.84267)  0.31
C (26.44103, 14.64442, 15.09514)  -0.35
O (26.26526, 14.94006, 16.42583)  -0.12
C (25.26217, 14.33038, 16.96966)  0.61
O (24.86404, 14.56402, 18.14554)  -0.59
O (24.81961, 13.43577, 16.09335)  -0.40
H (23.75390, 14.37744, 14.20608)  0.22
H (24.03731, 12.59573, 13.77028)  0.38
H (24.68102, 13.98118, 12.87267)  0.41
H (26.11497, 12.51616, 14.91124)  0.33
H (26.32435, 15.48801, 14.41482)  0.16
H (27.43377, 14.29030, 14.81736)  0.36
C (24.30462, 23.54285, 20.16746)  -1.10
C (22.74768, 23.22831, 19.87606)  0.32
C (22.38029, 21.81453, 19.65529)  0.84
O (21.19216, 21.66320, 20.24185)  -0.25
C (20.87257, 22.70232, 20.95106)  0.61
O (19.81723, 22.93695, 21.56267)  -0.64
O (21.95404, 23.55395, 20.97317)  -0.30
H (24.78699, 23.41517, 19.19838)  0.50
H (24.70555, 22.82626, 20.88429)  -0.16
H (24.41051, 24.61835, 20.30958)  0.45
H (22.56219, 23.87702, 19.01998)  0.13
H (23.04533, 21.06157, 20.07821)  -0.27
H (22.26104, 21.65460, 18.58370)  -0.32
C (30.04828, 25.15326, 23.30137)  -1.72
C (28.92970, 24.35891, 23.80520)  0.99
C (27.70471, 25.24003, 24.00591)  -0.91
O (26.66191, 24.29995, 23.79664)  -0.18
C (27.16553, 23.34290, 22.93444)  -0.42
O (26.66183, 22.30528, 22.43921)  0.33
O (28.54467, 23.60920, 22.77168)  0.05
H (30.90677, 24.51734, 23.08527)  0.41
H (30.29495, 25.88826, 24.06755)  0.39
H (29.91106, 25.58556, 22.31022)  0.33
H (29.10290, 23.76516, 24.70273)  -0.05
H (27.51320, 26.08201, 23.34072)  0.35
H (27.74012, 25.78726, 24.94792)  0.45

Values from the calculation:
<S²>: 6.005
2S+1: 5
Frontier orbital gap (alpha / beta) (eV): 9.614 / 9.049
Net charge: +1